Computed, not measured: 12 unconnected molecules or ions with the total composition C68H172N12O22 in a non-equilibrium geometry, with ωB97M-V/def2-TZVPD.

Values from the calculation:
**E**: -5005.872235 a.u.
**HOMO level**: -8.296 eV
**Max |F|**: 2.61 eV/Å
**SMILES string**: COC[C@H](C)N.COC[C@H](C)N.COCCNCCOC.COCCNCCOC.COCCNCCOC.COCCNCCOC.COCCNCCOC.COCCNCCOC.COCCNCCOC.COCCNCCOC.COCCNCCOC.COCCNCCOC
**Lowest unoccupied orbital energy**: 0.605 eV
**Energy relative to the best compared isomer or geometry (same formula, charge and spin)**: 0.000 eV

Bonds (Å) are listed after each position.
Element x y z (Å)
1 C -3.5853 -2.1858 -4.7246  C2 1.545, H7 1.096, H8 1.090, H9 1.093
2 C -2.8983 -1.8027 -3.3954  C1 1.545, C3 1.511, N6 1.485, H10 1.097
3 C -3.2366 -2.8133 -2.3246  C2 1.511, O4 1.413, H11 1.105, H12 1.108
4 O -2.6440 -4.0636 -2.6124  C3 1.413, C5 1.370
5 C -3.2610 -5.0506 -1.8899  O4 1.370, H13 1.089, H14 1.088, H15 1.096
6 N -1.4246 -1.7572 -3.5730  C2 1.485, H16 1.046, H17 1.024
7 H -4.6661 -2.2883 -4.5779  C1 1.096
8 H -3.1778 -3.1095 -5.1352  C1 1.090
9 H -3.3972 -1.3905 -5.4504  C1 1.093
10 H -3.2955 -0.8055 -3.1679  C2 1.097
11 H -4.3343 -2.8849 -2.2200  C3 1.105
12 H -2.8795 -2.4514 -1.3406  C3 1.108
13 H -2.9727 -5.0377 -0.8403  C5 1.089
14 H -2.9942 -6.0053 -2.3382  C5 1.088
15 H -4.3498 -4.9642 -1.9813  C5 1.096
16 H -1.2175 -1.5927 -4.5854  N6 1.046
17 H -1.0532 -2.7012 -3.4305  N6 1.024
18 C 2.2027 0.0383 7.0766  C19 1.541, H24 1.093, H25 1.086, H26 1.093
19 C 3.1811 0.5424 5.9987  C18 1.541, C20 1.498, N23 1.518, H27 1.089
20 C 3.2809 -0.3996 4.8380  C19 1.498, O21 1.403, H28 1.098, H29 1.107
21 O 3.6873 -1.6450 5.3410  C20 1.403, C22 1.398
22 C 3.8833 -2.5986 4.3375  O21 1.398, H30 1.101, H31 1.102, H32 1.086
23 N 2.7304 1.8714 5.4211  C19 1.518, H33 1.025, H34 1.028
24 H 1.1763 0.2772 6.7870  C18 1.093
25 H 2.4255 0.5253 8.0215  C18 1.086
26 H 2.2393 -1.0519 7.1397  C18 1.093
27 H 4.1635 0.6859 6.4467  C19 1.089
28 H 3.9900 -0.0313 4.0843  C20 1.098
29 H 2.2989 -0.5305 4.3446  C20 1.107
30 H 4.5574 -2.1975 3.5656  C22 1.101
31 H 2.9264 -2.8858 3.8727  C22 1.102
32 H 4.3362 -3.4892 4.7631  C22 1.086
33 H 1.7102 1.8025 5.3459  N23 1.025
34 H 2.8275 2.5790 6.1605  N23 1.028
35 C 2.7008 1.9483 1.8307  O36 1.394, H44 1.087, H45 1.097, H46 1.103
36 O 1.3275 2.0599 2.0449  C35 1.394, C37 1.388
37 C 0.9186 3.2839 2.5573  O36 1.388, C38 1.499, H47 1.100, H48 1.112
38 C -0.5623 3.2011 2.7731  C37 1.499, N39 1.468, H49 1.094, H50 1.113
39 N -1.3149 3.3071 1.5169  C38 1.468, C40 1.431, H51 1.031
40 C -2.7032 3.5338 1.7824  N39 1.431, C41 1.529, H52 1.090, H53 1.110
41 C -3.5208 3.4209 0.4957  C40 1.529, O42 1.351, H54 1.089, H55 1.098
42 O -3.2352 2.3025 -0.2055  C41 1.351, C43 1.388
43 C -3.5369 1.1136 0.4452  O42 1.388, H56 1.101, H57 1.089, H58 1.099
44 H 2.9391 0.9334 1.5216  C35 1.087
45 H 3.2781 2.1946 2.7301  C35 1.097
46 H 2.9949 2.6464 1.0287  C35 1.103
47 H 1.2595 4.1253 1.9367  C37 1.100
48 H 1.3755 3.4652 3.5543  C37 1.112
49 H -0.9443 3.9896 3.4275  C38 1.094
50 H -0.7379 2.2441 3.3130  C38 1.113
51 H -1.2473 2.4079 1.0165  N39 1.031
52 H -2.8221 4.5214 2.2278  C40 1.090
53 H -3.0733 2.7511 2.4764  C40 1.110
54 H -3.2451 4.2561 -0.1470  C41 1.089
55 H -4.5837 3.4859 0.7646  C41 1.098
56 H -2.9886 1.0218 1.3957  C43 1.101
57 H -3.1961 0.2908 -0.1823  C43 1.089
58 H -4.6181 0.9898 0.5977  C43 1.099
59 C 0.2004 -4.4673 0.3831  O60 1.444, H68 1.091, H69 1.110, H70 1.105
60 O 0.6309 -5.7904 0.7687  C59 1.444, C61 1.392
61 C -0.4585 -6.6534 0.6939  O60 1.392, C62 1.472, H71 1.095, H72 1.106
62 C -0.0317 -8.0263 1.0108  C61 1.472, N63 1.462, H73 1.093, H74 1.108
63 N 0.8320 -8.6099 -0.0145  C62 1.462, C64 1.464, H75 1.018
64 C 1.2707 -9.9679 0.3142  N63 1.464, C65 1.488, H76 1.102, H77 1.094
65 C 2.1948 -10.1179 1.4710  C64 1.488, O66 1.399, H78 1.093, H79 1.100
66 O 3.2564 -9.2238 1.2923  C65 1.399, C67 1.383
67 C 4.3122 -9.5331 2.1294  O66 1.383, H80 1.096, H81 1.085, H82 1.103
68 H 1.0276 -3.7692 0.5185  C59 1.091
69 H -0.5998 -4.1820 1.0970  C59 1.110
70 H -0.1807 -4.3781 -0.6500  C59 1.105
71 H -0.9995 -6.5660 -0.2539  C61 1.095
72 H -1.1456 -6.3554 1.5079  C61 1.106
73 H -0.9209 -8.6331 1.1983  C62 1.093
74 H 0.5026 -7.9664 1.9798  C62 1.108
75 H 1.6853 -8.0642 -0.1152  N63 1.018
76 H 1.7721 -10.3197 -0.6016  C64 1.102
77 H 0.4189 -10.6499 0.3959  C64 1.094
78 H 2.5200 -11.1606 1.5081  C65 1.093
79 H 1.6653 -9.7946 2.3792  C65 1.100
80 H 4.0091 -9.4522 3.1791  C67 1.096
81 H 5.1428 -8.8814 1.8783  C67 1.085
82 H 4.6774 -10.5596 1.9548  C67 1.103
83 C -4.6689 -6.9583 1.3781  O84 1.354, H92 1.094, H93 1.100, H94 1.110
84 O -3.8503 -5.8794 1.3654  C83 1.354, C85 1.409
85 C -4.5290 -4.6520 1.5001  O84 1.409, C86 1.517, H95 1.095, H96 1.100
86 C -3.5333 -3.5084 1.5376  C85 1.517, N87 1.438, H97 1.088, H98 1.112
87 N -3.9691 -2.2834 2.1507  C86 1.438, C88 1.449, H99 1.017
88 C -4.2304 -2.4467 3.5670  N87 1.449, C89 1.476, H100 1.105, H101 1.090
89 C -4.6672 -1.1780 4.1816  C88 1.476, O90 1.413, H102 1.099, H103 1.098
90 O -3.5476 -0.3157 4.1543  C89 1.413, C91 1.364
91 C -3.9003 0.9239 4.6020  O90 1.364, H104 1.102, H105 1.100, H106 1.085
92 H -4.1092 -7.8971 1.3351  C83 1.094
93 H -5.4282 -6.9939 0.5827  C83 1.100
94 H -5.2077 -7.0512 2.3435  C83 1.110
95 H -5.1504 -4.6978 2.4005  C85 1.095
96 H -5.1409 -4.4879 0.6009  C85 1.100
97 H -3.2349 -3.3119 0.5102  C86 1.088
98 H -2.6124 -3.8472 2.0602  C86 1.112
99 H -3.2678 -1.5470 2.1510  N87 1.017
100 H -3.2926 -2.7154 4.0849  C88 1.105
101 H -4.9939 -3.2034 3.7461  C88 1.090
102 H -4.9945 -1.3523 5.2165  C89 1.099
103 H -5.5175 -0.7337 3.6472  C89 1.098
104 H -4.2864 0.8524 5.6318  C91 1.102
105 H -4.7145 1.3864 4.0247  C91 1.100
106 H -3.0221 1.5591 4.5651  C91 1.085
107 C -1.7007 1.8468 13.9953  O108 1.413, H116 1.095, H117 1.097, H118 1.092
108 O -2.1980 2.5409 12.8694  C107 1.413, C109 1.446
109 C -3.6038 2.2911 12.6435  O108 1.446, C110 1.497, H119 1.113, H120 1.105
110 C -4.0993 3.0555 11.4554  C109 1.497, N111 1.467, H121 1.099, H122 1.098
111 N -4.0096 2.3297 10.1837  C110 1.467, C112 1.468, H123 1.016
112 C -2.6279 1.9451 9.8683  N111 1.468, C113 1.491, H124 1.079, H125 1.101
113 C -2.6273 1.1348 8.6167  C112 1.491, O114 1.385, H126 1.114, H127 1.114
114 O -1.3541 0.6809 8.3160  C113 1.385, C115 1.426
115 C -1.3388 -0.0783 7.1094  O114 1.426, H128 1.105, H129 1.087, H130 1.099
116 H -1.7967 0.7639 13.8661  C107 1.095
117 H -2.1572 2.2640 14.9014  C107 1.097
118 H -0.6292 2.0517 14.0528  C107 1.092
119 H -4.1515 2.6693 13.5352  C109 1.113
120 H -3.8385 1.2147 12.5615  C109 1.105
121 H -3.6419 4.0540 11.4088  C110 1.099
122 H -5.1696 3.2104 11.6455  C110 1.098
123 H -4.3083 2.9648 9.4485  N111 1.016
124 H -2.2092 1.3548 10.6689  C112 1.079
125 H -2.0281 2.8534 9.7009  C112 1.101
126 H -3.0996 1.6963 7.7784  C113 1.114
127 H -3.3388 0.2838 8.7181  C113 1.114
128 H -1.8823 -1.0298 7.2524  C115 1.105
129 H -0.3049 -0.3434 6.9020  C115 1.087
130 H -1.7848 0.4561 6.2585  C115 1.099
131 C 3.3621 -4.8637 -3.4225  O132 1.393, H140 1.097, H141 1.085, H142 1.097
132 O 3.2988 -3.5512 -2.9618  C131 1.393, C133 1.434
133 C 2.0419 -2.9523 -3.3035  O132 1.434, C134 1.508, H143 1.105, H144 1.097
134 C 2.0508 -1.4876 -2.9441  C133 1.508, N135 1.453, H145 1.102, H146 1.099
135 N 2.8733 -0.6911 -3.8392  C134 1.453, C136 1.464, H147 1.015
136 C 2.8622 0.7187 -3.4430  N135 1.464, C137 1.517, H148 1.085, H149 1.095
137 C 3.7751 0.9515 -2.2543  C136 1.517, O138 1.404, H150 1.096, H151 1.104
138 O 5.0671 0.5677 -2.6464  C137 1.404, C139 1.421
139 C 6.0819 0.9980 -1.7499  O138 1.421, H152 1.096, H153 1.102, H154 1.098
140 H 2.6744 -5.4985 -2.8504  C131 1.097
141 H 4.3917 -5.1725 -3.2718  C131 1.085
142 H 3.1145 -4.9245 -4.4890  C131 1.097
143 H 1.3182 -3.4801 -2.6567  C133 1.105
144 H 1.8424 -3.0751 -4.3753  C133 1.097
145 H 2.2998 -1.3433 -1.8799  C134 1.102
146 H 1.0095 -1.1509 -3.0426  C134 1.099
147 H 3.8120 -1.0777 -3.8281  N135 1.015
148 H 1.8545 1.0731 -3.2537  C136 1.085
149 H 3.3052 1.3566 -4.2155  C136 1.095
150 H 3.4360 0.4073 -1.3658  C137 1.096
151 H 3.7570 2.0237 -1.9932  C137 1.104
152 H 6.6628 1.8275 -2.1699  C139 1.096
153 H 6.7591 0.1429 -1.5940  C139 1.102
154 H 5.7682 1.2879 -0.7383  C139 1.098
155 C 5.3919 9.1396 -6.2703  O156 1.438, H164 1.090, H165 1.103, H166 1.102
156 O 5.6436 9.0923 -7.6849  C155 1.438, C157 1.383
157 C 4.5942 8.6504 -8.4703  O156 1.383, C158 1.511, H167 1.087, H168 1.103
158 C 4.3804 7.1557 -8.4229  C157 1.511, N159 1.453, H169 1.090, H170 1.107
159 N 3.9558 6.7612 -7.0910  C158 1.453, C160 1.467, H171 1.020
160 C 3.2552 5.4738 -7.0324  N159 1.467, C161 1.476, H172 1.095, H173 1.109
161 C 3.1501 5.0326 -5.6273  C160 1.476, O162 1.401, H174 1.098, H175 1.107
162 O 2.0654 5.7031 -5.0478  C161 1.401, C163 1.412
163 C 2.1634 5.7364 -3.6401  O162 1.412, H176 1.095, H177 1.099, H178 1.091
164 H 5.4952 8.1610 -5.8023  C155 1.090
165 H 4.4451 9.6385 -6.0037  C155 1.103
166 H 6.1730 9.7962 -5.8543  C155 1.102
167 H 4.7459 8.9639 -9.5004  C157 1.087
168 H 3.6852 9.1769 -8.1348  C157 1.103
169 H 5.2978 6.6388 -8.7057  C158 1.090
170 H 3.5441 6.8938 -9.0994  C158 1.107
171 H 3.3413 7.4920 -6.7331  N159 1.020
172 H 3.8096 4.7907 -7.6840  C160 1.095
173 H 2.2417 5.5509 -7.4769  C160 1.109
174 H 4.0729 5.1539 -5.0443  C161 1.098
175 H 2.9289 3.9562 -5.4980  C161 1.107
176 H 2.9759 6.4146 -3.3579  C163 1.095
177 H 2.2852 4.7457 -3.1810  C163 1.099
178 H 1.2117 6.1180 -3.2664  C163 1.091
179 C -2.1458 4.3956 -5.8666  O180 1.389, H188 1.108, H189 1.109, H190 1.085
180 O -1.9822 4.6549 -7.2218  C179 1.389, C181 1.363
181 C -0.9935 5.5740 -7.4091  O180 1.363, C182 1.494, H191 1.088, H192 1.099
182 C -1.5778 6.9466 -7.3255  C181 1.494, N183 1.464, H193 1.097, H194 1.112
183 N -0.6069 8.0392 -7.4128  C182 1.464, C184 1.398, H195 1.009
184 C 0.1967 8.0362 -8.5562  N183 1.398, C185 1.529, H196 1.107, H197 1.096
185 C 0.9355 9.3543 -8.7897  C184 1.529, O186 1.403, H198 1.103, H199 1.103
186 O 1.6219 9.1555 -9.9969  C185 1.403, C187 1.408
187 C 2.2753 10.2714 -10.5539  O186 1.408, H200 1.094, H201 1.092, H202 1.102
188 H -2.2477 5.2696 -5.1928  C179 1.108
189 H -1.2377 3.9032 -5.4624  C179 1.109
190 H -3.0101 3.7643 -5.6874  C179 1.085
191 H -0.5685 5.4383 -8.4019  C181 1.088
192 H -0.1735 5.4796 -6.6830  C181 1.099
193 H -2.1187 7.1070 -6.3849  C182 1.097
194 H -2.3761 7.0635 -8.0910  C182 1.112
195 H -1.0738 8.9202 -7.2575  N183 1.009
196 H -0.3776 7.8245 -9.4788  C184 1.107
197 H 0.9435 7.2434 -8.4374  C184 1.096
198 H 1.6511 9.5274 -7.9678  C185 1.103
199 H 0.2320 10.2023 -8.8454  C185 1.103
200 H 2.6226 9.9252 -11.5318  C187 1.094
201 H 3.1218 10.6195 -9.9579  C187 1.092
202 H 1.5952 11.0998 -10.8080  C187 1.102
203 C 1.1926 -5.7923 4.4231  O204 1.433, H212 1.087, H213 1.103, H214 1.097
204 O 0.7622 -5.6100 5.7777  C203 1.433, C205 1.390
205 C 1.2475 -4.4063 6.2753  O204 1.390, C206 1.492, H215 1.100, H216 1.095
206 C 0.5877 -4.1095 7.5798  C205 1.492, N207 1.432, H217 1.092, H218 1.104
207 N -0.7397 -3.5963 7.4217  C206 1.432, C208 1.434, H219 1.020
208 C -1.7056 -4.4830 6.8421  N207 1.434, C209 1.484, H220 1.107, H221 1.099
209 C -3.0320 -3.8349 6.6937  C208 1.484, O210 1.421, H222 1.102, H223 1.100
210 O -3.5664 -3.6047 7.9901  C209 1.421, C211 1.390
211 C -4.7122 -2.8177 7.9665  O210 1.390, H224 1.098, H225 1.100, H226 1.091
212 H 0.9147 -6.7838 4.0740  C203 1.087
213 H 2.2937 -5.7392 4.3905  C203 1.103
214 H 0.7325 -5.0408 3.7700  C203 1.097
215 H 0.9768 -3.5866 5.5941  C205 1.100
216 H 2.3377 -4.4698 6.3592  C205 1.095
217 H 1.2142 -3.3691 8.0826  C206 1.092
218 H 0.6162 -5.0208 8.2030  C206 1.104
219 H -1.0879 -3.3510 8.3480  N207 1.020
220 H -1.8282 -5.4724 7.3231  C208 1.107
221 H -1.4333 -4.7547 5.8121  C208 1.099
222 H -3.6841 -4.5104 6.1166  C209 1.102
223 H -2.8971 -2.8872 6.1526  C209 1.100
224 H -5.5119 -3.3413 7.4272  C211 1.098
225 H -4.5470 -1.8151 7.5440  C211 1.100
226 H -5.0092 -2.6426 9.0013  C211 1.091
227 C 3.2928 -1.9878 -9.2745  O228 1.435, H236 1.099, H237 1.105, H238 1.093
228 O 1.9901 -1.9565 -8.6734  C227 1.435, C229 1.428
229 C 1.9651 -2.3739 -7.3082  O228 1.428, C230 1.523, H239 1.095, H240 1.107
230 C 0.5176 -2.5505 -6.8689  C229 1.523, N231 1.516, H241 1.106, H242 1.091
231 N -0.1646 -1.3429 -6.2556  C230 1.516, C232 1.436, H243 1.037
232 C -0.4417 -0.3445 -7.2496  N231 1.436, C233 1.495, H244 1.094, H245 1.096
233 C -0.8557 0.9337 -6.5937  C232 1.495, O234 1.395, H246 1.090, H247 1.100
234 O 0.1388 1.4136 -5.7406  C233 1.395, C235 1.401
235 C 1.2758 1.7737 -6.4752  O234 1.401, H248 1.110, H249 1.102, H250 1.080
236 H 3.2375 -1.3537 -10.1706  C227 1.099
237 H 3.4715 -3.0056 -9.6664  C227 1.105
238 H 4.1198 -1.6077 -8.6692  C227 1.093
239 H 2.5305 -1.6609 -6.6988  C229 1.095
240 H 2.4346 -3.3766 -7.2881  C229 1.107
241 H 0.5479 -3.2903 -6.0473  C230 1.106
242 H -0.1252 -2.9746 -7.6415  C230 1.091
243 H 0.5624 -0.9379 -5.6375  N231 1.037
244 H -1.2418 -0.7533 -7.8733  C232 1.094
245 H 0.3772 -0.0768 -7.9269  C232 1.096
246 H -1.7686 0.7523 -6.0266  C233 1.090
247 H -1.0246 1.7399 -7.3222  C233 1.100
248 H 0.9775 2.4103 -7.3348  C235 1.110
249 H 1.8164 0.9187 -6.9119  C235 1.102
250 H 1.9590 2.3428 -5.8623  C235 1.080
251 C -0.4162 -2.0538 3.9451  O252 1.379, H260 1.102, H261 1.102, H262 1.086
252 O -0.7126 -1.8628 2.6118  C251 1.379, C253 1.408
253 C -0.4051 -0.5661 2.1561  O252 1.408, C254 1.519, H263 1.110, H264 1.103
254 C -0.6155 -0.5727 0.6514  C253 1.519, N255 1.413, H265 1.100, H266 1.103
255 N -0.5283 0.7367 0.1284  C254 1.413, C256 1.451, H267 1.016
256 C -0.3067 0.7453 -1.3058  N255 1.451, C257 1.504, H268 1.095, H269 1.096
257 C -0.6304 2.0654 -1.9488  C256 1.504, O258 1.443, H270 1.103, H271 1.101
258 O 0.4341 2.9865 -1.6315  C257 1.443, C259 1.417
259 C 0.0484 4.3384 -1.8092  O258 1.417, H272 1.109, H273 1.091, H274 1.094
260 H -0.9993 -1.3723 4.5847  C251 1.102
261 H 0.6495 -1.8404 4.1257  C251 1.102
262 H -0.6714 -3.0695 4.2317  C251 1.086
263 H 0.6760 -0.3798 2.3235  C253 1.110
264 H -0.9763 0.2189 2.6798  C253 1.103
265 H -1.6187 -1.0028 0.5117  C254 1.100
266 H 0.1632 -1.2279 0.2249  C254 1.103
267 H 0.2014 1.2975 0.5592  N255 1.016
268 H -0.9691 0.0035 -1.7642  C256 1.095
269 H 0.7512 0.4973 -1.4468  C256 1.096
270 H -1.6092 2.3687 -1.5402  C257 1.103
271 H -0.7297 1.9641 -3.0410  C257 1.101
272 H -0.2069 4.5343 -2.8702  C259 1.109
273 H 0.8997 4.9750 -1.5654  C259 1.091
274 H -0.8251 4.5943 -1.2014  C259 1.094

Atomic partial charges in e from the Löwdin method, atoms 1 to 2: number 1, C, carries -0.06; number 2, C, carries -0.40